The following is a DFT calculation (wB97M-V/def2-TZVPD) of C2H8N2O2 in the gas phase at a distorted geometry.

Each line ends with the Mulliken charge.
Positions of all 14 atoms, in Å:
1 O 1.383 -0.372 -0.947  -0.31
2 O 1.191 -1.539 -0.030  -0.35
3 N -0.873 0.363 -0.693  -0.31
4 N 0.782 1.181 0.781  -0.67
5 C 0.506 0.685 -0.525  0.21
6 C -1.610 -0.267 0.386  -0.84
7 H -1.005 -0.123 -1.573  0.23
8 H -2.643 -0.386 0.066  0.34
9 H -1.212 -1.250 0.665  0.26
10 H 1.889 -2.104 -0.384  0.31
11 H 1.725 1.544 0.827  0.26
12 H 0.767 1.447 -1.279  0.29
13 H -1.597 0.394 1.251  0.32
14 H 0.697 0.428 1.455  0.27

Forces on the atoms, in the same order (eV/Å):
O 0.367 -1.157 0.324
O -0.055 1.135 -0.639
N -0.170 0.067 -0.276
N -0.060 -0.053 0.136
C -0.307 0.208 -0.097
C 0.171 -0.118 0.017
H 0.072 0.079 0.132
H -0.013 0.015 0.056
H -0.085 0.040 0.098
H 0.031 0.059 -0.024
H -0.060 -0.081 -0.026
H 0.130 -0.249 0.208
H -0.075 -0.040 0.066
H 0.055 0.094 0.024

Its SMILES is CN[C@@H](N)OO. Its LUMO energy is 0.81 eV.

=====

The following is a DFT calculation (wB97M-V/def2-TZVPD) of 2 unconnected molecules or ions with the total composition C2H8N2O2 at a distorted geometry.

Each line ends with the Mulliken charge.
Positions of all 14 atoms, in Å:
1 O -1.211 -1.064 1.780  -0.40
2 O 0.704 -2.173 1.408  -0.48
3 N -0.507 1.621 -1.691  -0.27
4 N 0.472 0.562 0.195  -0.52
5 C -0.449 -2.167 1.755  0.18
6 C 0.593 0.852 -1.197  -0.24
7 H 1.398 1.602 -1.464  0.31
8 H 1.294 0.005 0.424  0.34
9 H -0.540 1.717 -2.704  0.31
10 H 0.300 1.318 0.850  0.28
11 H -0.895 -3.122 2.100  0.37
12 H -1.430 1.469 -1.283  0.30
13 H -0.473 -0.473 1.481  0.44
14 H 0.742 -0.146 -1.652  0.39

Forces on the atoms, in the same order (eV/Å):
O 1.439 -0.309 -0.179
O 0.170 0.585 -0.254
N -0.034 -2.146 -0.606
N 1.410 0.431 -1.187
C -0.148 -1.700 0.580
C -1.715 1.523 1.364
H 0.509 -0.795 0.178
H -0.296 -0.133 0.723
H 0.126 0.441 0.095
H 0.134 0.203 -0.192
H -0.465 0.731 -0.115
H 0.123 0.429 0.290
H -1.384 0.322 0.126
H 0.132 0.417 -0.824

Its total charge is +1. The spin multiplicity is 2. Its LUMO energy (spin up / spin down) is -3.56 / -9.19 eV. Its expectation value of S² is 0.755.

=====

Which energy above the lowest of the compared OMol25 structures with the same formula, charge and spin belongs to each record? In order, 377.49 122.01 kJ/mol.